The following is a quantum chemistry calculation of C38H28FIN3O2PTi as an isolated structure at a distorted geometry, from the OMol25 dataset.

Element x y z (Å)
Ti 1.256 -1.145 0.547
C -2.623 -2.866 1.916
C -2.334 -4.223 1.981
C -1.099 -4.680 1.549
C -0.178 -3.760 1.060
N -0.447 -2.442 1.044
C -1.642 -2.010 1.455
C 1.143 -4.179 0.475
C 1.464 -5.516 0.286
C 2.676 -5.831 -0.313
C 3.516 -4.806 -0.711
C 3.117 -3.499 -0.495
N 1.959 -3.190 0.085
H -3.578 -2.470 2.228
H -3.064 -4.924 2.360
H -0.869 -5.732 1.589
H -1.801 -0.937 1.410
H 0.787 -6.299 0.584
H 2.947 -6.866 -0.470
H 4.465 -5.002 -1.187
H 3.732 -2.661 -0.804
I 0.662 0.056 3.341
C -0.954 1.352 3.498
C -1.607 1.223 4.697
C -2.586 2.152 5.100
C -2.828 3.224 4.304
C -2.169 3.379 3.058
C -2.444 4.550 2.312
C -1.846 4.762 1.110
C -1.020 3.759 0.583
C -0.734 2.586 1.243
P 0.073 1.371 0.091
C -1.250 1.304 -1.170
C -2.563 1.385 -0.692
C -3.644 1.256 -1.547
C -3.435 1.059 -2.905
C -2.139 0.964 -3.385
C -1.056 1.062 -2.525
C 1.448 2.409 -0.511
C 1.562 2.938 -1.789
C 2.658 3.724 -2.125
C 3.642 3.991 -1.188
C 3.527 3.476 0.097
C 2.440 2.691 0.431
C -1.252 2.402 2.570
H -1.343 0.422 5.371
H -3.091 2.029 6.047
H -3.529 3.990 4.603
H -3.131 5.275 2.727
H -2.031 5.661 0.540
H -0.628 3.907 -0.417
H -2.754 1.585 0.356
H -4.650 1.331 -1.155
H -4.275 0.977 -3.579
H -1.960 0.788 -4.437
H -0.067 0.902 -2.929
H 0.791 2.781 -2.532
H 2.730 4.137 -3.121
H 4.492 4.604 -1.452
H 4.284 3.685 0.840
H 2.361 2.299 1.439
O 2.708 -1.614 2.069
N 3.588 -0.899 1.525
O 3.099 -0.326 0.517
F 0.707 -1.705 -5.673
C 0.797 -1.550 -4.339
C 1.907 -0.921 -3.810
C 1.981 -0.774 -2.429
C 0.967 -1.217 -1.573
C -0.133 -1.843 -2.172
C -0.229 -2.025 -3.544
H 2.688 -0.563 -4.467
H 2.859 -0.274 -2.027
H -0.964 -2.196 -1.565
H -1.085 -2.503 -4.000

Atoms 1-2, force components in eV/Å:
Ti -1.44 0.13 -0.58
C 0.08 0.02 -0.01

Values from the calculation:
HOMO energy (spin up / spin down)	-10.78 / -10.84	eV
total charge	+1
gap between HOMO and LUMO (spin up / spin down)	7.26 / 7.35	eV
energy relative to the best compared isomer or geometry (same formula, charge and spin)	0.0	kcal per mole
maximum force	1.56	eV/Å
spin multiplicity	2